Below is 13 unconnected molecules or ions with the total composition C34H65Br24O5P, with properties calculated with ωB97M-V/def2-TZVPD.

```
129
Properties=species:S:1:pos:R:3:forces:R:3:lowdin_charge:R:1
C 2.388 -1.799 -0.881 -0.254 -0.117 0.486 0.152
C 1.709 -1.130 -1.605 0.687 0.126 -1.062 -0.075
C 1.113 -0.436 -2.769 -1.014 -0.497 1.563 -0.390
C 0.827 -1.418 -3.922 0.892 -0.328 0.073 -0.187
C 1.607 -1.151 -5.223 0.475 0.305 0.057 -0.181
P 3.081 -2.223 -5.286 -1.612 -1.597 -0.298 0.486
O 2.632 -3.578 -5.608 0.025 -0.424 -0.167 -0.260
O 4.100 -1.741 -6.426 -0.217 0.961 0.968 -0.194
C 4.573 -0.383 -6.315 1.023 0.467 -0.433 -0.274
C 6.008 -0.347 -6.860 -0.687 -0.628 0.045 -0.058
O 3.708 -2.197 -3.806 0.746 0.918 -1.231 -0.198
C 5.130 -2.063 -3.647 0.351 0.067 1.363 -0.246
C 5.431 -0.780 -2.860 -0.067 -0.244 0.203 -0.062
O 1.875 0.714 -3.172 -0.113 -0.304 0.240 -0.029
C 1.987 1.652 -2.222 0.236 1.049 -0.075 -0.346
O 2.109 2.805 -2.529 0.150 0.324 -0.132 0.070
H 2.899 -2.424 -0.194 0.109 -0.020 0.138 0.037
H 0.144 -0.057 -2.399 0.404 -0.190 -0.260 0.057
H 1.118 -2.405 -3.564 -0.071 -0.057 0.008 0.109
H -0.240 -1.491 -4.094 -0.091 0.313 -0.140 0.079
H 1.845 -0.099 -5.386 -0.097 0.052 0.179 0.085
H 1.003 -1.474 -6.067 0.095 -0.107 -0.116 0.102
H 3.975 0.299 -6.921 -0.393 -0.216 0.102 0.120
H 4.545 -0.026 -5.283 -0.084 -0.128 0.042 0.095
H 6.598 0.445 -6.412 0.053 0.097 -0.106 0.078
H 5.963 -0.265 -7.944 0.200 0.223 -0.033 0.076
H 6.447 -1.324 -6.658 0.284 0.118 0.176 0.073
H 5.701 -2.149 -4.568 -0.347 0.142 -0.263 0.100
H 5.444 -2.897 -3.018 -0.054 -0.199 -0.189 0.119
H 5.458 -1.002 -1.793 -0.018 -0.023 0.033 0.070
H 6.398 -0.347 -3.113 -0.056 0.084 -0.168 0.077
H 4.623 -0.061 -2.978 0.129 0.161 -0.264 0.061
H 2.012 1.405 -1.149 -0.231 -0.856 -0.272 0.093
Br 2.973 6.677 -4.962 0.055 0.021 0.058 0.625
C 2.229 6.058 -3.275 -0.155 -0.053 -0.258 -0.713
C 1.282 7.072 -2.685 0.135 0.075 0.223 -0.683
Br 2.238 8.572 -1.880 -0.108 -0.089 -0.130 0.641
H 3.068 5.836 -2.624 -0.016 0.014 0.021 0.043
H 1.704 5.135 -3.512 0.017 0.009 0.066 0.043
H 0.707 6.629 -1.875 -0.042 -0.043 -0.055 0.042
H 0.603 7.492 -3.419 0.022 -0.031 -0.042 0.050
Br -1.276 1.065 -4.007 -0.476 0.506 -0.407 0.836
C -3.213 0.962 -4.167 0.128 0.227 0.002 -0.729
C -3.869 1.221 -2.841 -0.169 -0.232 0.089 -0.748
Br -3.701 -0.329 -1.677 0.046 0.049 0.004 0.650
H -3.444 -0.016 -4.573 -0.007 -0.012 0.037 0.009
H -3.486 1.725 -4.890 -0.001 0.042 0.048 -0.009
H -4.937 1.382 -2.962 0.001 -0.014 -0.064 -0.001
H -3.437 2.063 -2.312 0.006 0.015 -0.027 0.020
Br -1.559 -2.309 0.624 0.030 0.011 -0.006 0.587
C -3.272 -2.249 1.547 0.255 0.046 0.057 -0.697
C -3.669 -3.615 2.036 -0.267 -0.014 -0.154 -0.738
Br -4.332 -4.731 0.586 0.072 -0.007 0.022 0.615
H -3.992 -1.815 0.862 -0.032 -0.032 0.009 0.005
H -3.121 -1.572 2.387 -0.036 -0.027 0.024 0.059
H -4.494 -3.545 2.742 0.027 0.040 0.023 0.051
H -2.848 -4.152 2.496 0.012 0.023 -0.057 -0.025
Br -3.806 0.908 -7.689 -0.046 -0.080 -0.086 0.664
C -5.743 0.798 -7.834 0.190 0.210 -0.067 -0.677
C -6.415 1.057 -6.511 -0.184 -0.241 0.049 -0.677
Br -6.281 -0.480 -5.323 0.007 0.092 0.030 0.674
H -5.975 -0.182 -8.238 -0.034 -0.017 0.057 0.052
H -6.020 1.562 -8.557 -0.038 0.011 0.034 0.059
H -7.482 1.217 -6.650 0.012 0.009 -0.045 0.059
H -5.988 1.904 -5.983 0.055 0.016 -0.061 0.031
Br -2.785 -5.368 5.005 0.082 -0.172 0.102 0.651
C -1.259 -4.467 5.811 -0.289 0.184 -0.024 -0.700
C -0.453 -3.717 4.783 0.298 -0.107 -0.025 -0.682
Br 0.640 -4.909 3.704 -0.091 0.020 -0.033 0.595
H -0.683 -5.226 6.330 0.096 0.018 -0.072 0.038
H -1.684 -3.777 6.538 0.007 -0.009 0.009 0.027
H 0.249 -3.044 5.272 -0.046 0.005 0.054 0.060
H -1.071 -3.152 4.092 -0.043 0.012 0.044 0.035
Br -4.083 4.712 -3.757 -0.046 -0.084 -0.040 0.662
C -6.025 4.632 -3.873 0.171 0.233 -0.036 -0.676
C -6.678 4.903 -2.543 -0.161 -0.203 0.074 -0.682
Br -6.555 3.372 -1.350 0.047 0.061 0.006 0.649
H -6.278 3.655 -4.275 -0.051 -0.020 0.070 0.033
H -6.300 5.401 -4.592 -0.025 0.006 0.023 0.060
H -7.743 5.080 -2.672 0.013 0.012 -0.053 0.059
H -6.232 5.744 -2.022 0.035 0.016 -0.051 0.051
Br 2.386 2.564 1.393 -0.013 0.007 0.141 0.650
C 1.450 4.119 0.696 -0.065 -0.212 -0.173 -0.667
C 2.396 5.243 0.384 -0.013 0.214 0.011 -0.698
Br 2.975 6.175 1.983 0.094 -0.014 0.147 0.632
H 0.692 4.387 1.427 0.060 0.059 0.043 0.047
H 0.968 3.773 -0.217 0.051 0.040 -0.035 0.048
H 1.898 6.002 -0.214 -0.014 -0.008 0.005 0.012
H 3.291 4.909 -0.131 -0.039 -0.073 -0.020 0.057
Br 4.717 10.842 -0.726 0.043 -0.055 0.010 0.586
C 5.024 9.302 0.427 -0.089 0.227 0.068 -0.726
C 6.474 9.167 0.803 0.091 -0.217 -0.052 -0.695
Br 7.532 8.452 -0.666 0.005 0.068 0.013 0.601
H 4.642 8.435 -0.101 0.036 -0.017 0.008 -0.002
H 4.416 9.482 1.311 0.026 -0.029 0.018 0.056
H 6.590 8.452 1.615 -0.060 -0.004 0.001 0.056
H 6.927 10.112 1.086 -0.041 0.025 -0.011 0.049
Br 3.183 6.981 5.976 -0.037 0.068 0.033 0.596
C 2.285 5.429 6.727 0.213 0.002 -0.115 -0.693
C 1.660 4.583 5.647 -0.207 -0.061 0.044 -0.698
Br 0.022 5.379 4.962 0.069 0.000 -0.058 0.591
H 1.564 5.798 7.448 -0.054 -0.022 -0.042 0.049
H 3.061 4.869 7.245 -0.014 -0.037 -0.029 0.057
H 1.364 3.615 6.046 0.023 0.012 0.037 0.058
H 2.317 4.437 4.794 0.030 0.039 0.014 0.029
Br -0.702 -3.539 9.538 -0.055 0.015 0.041 0.619
C -1.430 -5.187 10.278 0.220 0.041 -0.070 -0.679
C -2.111 -6.020 9.225 -0.280 -0.127 0.089 -0.667
Br -3.856 -5.301 8.757 0.108 0.140 -0.006 0.646
H -2.097 -4.901 11.084 -0.044 -0.017 -0.029 0.052
H -0.574 -5.719 10.687 -0.013 -0.032 -0.028 0.060
H -2.308 -7.022 9.600 0.022 0.008 0.027 0.060
H -1.542 -6.087 8.304 0.041 0.009 0.018 0.033
Br 1.423 -8.646 2.914 -0.019 0.034 -0.081 0.598
C 2.693 -8.832 1.453 -0.042 -0.151 0.235 -0.695
C 3.790 -7.805 1.539 0.055 0.132 -0.233 -0.694
Br 3.171 -6.052 0.966 -0.013 -0.003 0.085 0.590
H 2.125 -8.766 0.530 0.029 0.055 -0.016 0.052
H 3.102 -9.835 1.554 0.052 0.026 -0.011 0.056
H 4.603 -8.058 0.863 -0.027 -0.044 -0.009 0.056
H 4.180 -7.689 2.545 -0.046 -0.036 0.023 0.050
Br -8.265 -7.015 9.820 0.076 0.023 0.012 0.603
C -7.200 -7.166 8.198 -0.270 0.045 0.041 -0.707
C -6.845 -8.597 7.899 0.255 -0.007 -0.061 -0.690
Br -5.424 -9.246 9.061 -0.057 -0.032 0.029 0.590
H -6.328 -6.536 8.337 0.022 -0.093 -0.014 -0.032
H -7.823 -6.755 7.407 0.011 -0.055 -0.030 0.060
H -6.452 -8.689 6.889 -0.006 0.053 -0.003 0.058
H -7.684 -9.274 8.023 -0.028 0.036 0.024 0.049
```
Forces are in eV/Å.

Results
- energy (eV) = -1736859.5982
- HOMO-LUMO gap (eV) = 9.79
- E_HOMO (Ha) = -0.3586
- energy above the lowest of the compared OMol25 structures with the same formula, charge and spin (kcal/mol) = 0.0
- charge = 0
- lowest unoccupied orbital energy (Ha) = 0.0011



Below is C7H9N in the gas phase, with properties calculated with ωB97M-V/def2-TZVPD.

```
17
Properties=species:S:1:pos:R:3:forces:R:3:lowdin_charge:R:1
C -0.946 -1.400 0.426 0.418 -1.286 -1.684 -0.086
C -1.163 0.038 -0.182 -1.574 -0.504 -0.939 -0.252
C -0.006 -0.215 -1.105 1.987 -0.516 0.385 -0.246
N 0.755 1.055 -1.321 0.088 -1.242 0.041 0.045
C 0.694 1.476 0.119 2.073 -3.232 -4.120 -0.260
C -0.484 1.012 0.719 -2.011 -0.129 1.654 -0.155
C 0.904 0.246 0.943 -2.047 -1.734 1.990 -0.079
C 0.571 -1.125 0.224 -2.180 5.356 -2.386 -0.116
H -1.320 -2.080 -0.488 0.645 0.719 2.609 0.144
H -1.151 -1.745 1.472 -0.730 0.460 -1.123 0.114
H -2.107 0.262 -0.812 1.107 0.029 1.806 0.165
H -0.392 -0.770 -1.937 0.703 -0.275 -0.849 0.123
H 1.767 0.891 -1.702 -2.466 0.235 1.298 0.152
H 1.260 2.258 0.322 1.905 3.831 1.141 0.099
H -1.120 1.631 1.348 0.593 -0.264 0.519 0.143
H 1.339 0.168 1.942 0.008 0.587 -0.342 0.124
H 1.400 -1.700 0.031 1.481 -2.035 -0.001 0.085
```
Forces are in eV/Å.

Results
- energy (eV) = -8891.0640
- HOMO-LUMO gap (eV) = 9.79
- E_HOMO (Ha) = -0.3195
- energy above the lowest of the compared OMol25 structures with the same formula, charge and spin (kcal/mol) = 94.4
- charge = 0
- SMILES = C1[C@@H]2[C@H]3N[C@H]4[C@@H]2[C@H]4[C@@H]13
- lowest unoccupied orbital energy (Ha) = 0.0401



Below is 7 unconnected molecules or ions with the total composition C28H77N7O7, with properties calculated with ωB97M-V/def2-TZVPD.

```
119
Properties=species:S:1:pos:R:3:forces:R:3:lowdin_charge:R:1
C -0.082 2.420 -0.731 0.245 -0.114 0.108 -0.105
O 0.095 1.461 -1.742 0.269 0.098 -0.562 -0.195
C 0.075 0.149 -1.239 -0.102 0.229 0.314 -0.220
C 0.261 -0.846 -2.353 0.201 -0.798 -0.273 -0.425
C -0.944 -0.879 -3.275 -0.206 0.303 0.254 -0.044
N 0.480 -2.163 -1.715 -0.004 0.265 -0.153 0.058
H -1.134 2.447 -0.436 0.104 0.152 0.296 0.074
H 0.233 3.398 -1.094 -0.142 -0.031 -0.232 0.093
H 0.576 2.173 0.114 -0.302 0.060 0.204 0.075
H 0.877 0.035 -0.494 -0.065 -0.089 0.032 0.110
H -0.884 -0.062 -0.741 0.090 -0.024 0.091 0.122
H 1.153 -0.574 -2.932 -0.105 0.178 -0.030 0.121
H -1.849 -1.010 -2.671 -0.006 -0.165 -0.094 0.081
H -0.885 -1.674 -4.019 0.071 -0.029 0.008 0.080
H -1.050 0.078 -3.781 0.020 -0.009 -0.092 0.055
H 0.162 -2.913 -2.316 -0.087 0.113 -0.068 0.046
H 1.483 -2.293 -1.605 -0.051 -0.224 0.244 0.019
C -5.229 0.006 -3.977 -0.129 -0.208 0.232 -0.112
O -4.575 1.224 -3.720 -0.173 0.025 -0.085 -0.202
C -4.050 1.797 -4.897 0.149 0.146 -0.397 -0.228
C -3.301 3.064 -4.529 0.118 0.367 1.174 -0.413
C -2.099 2.715 -3.665 0.554 0.174 -0.163 -0.081
N -4.167 3.995 -3.748 -0.029 -0.765 -0.370 0.040
H -4.513 -0.767 -4.277 -0.045 -0.006 -0.076 0.087
H -6.008 0.097 -4.742 0.114 0.103 -0.099 0.088
H -5.722 -0.309 -3.057 0.120 0.019 0.029 0.087
H -3.377 1.080 -5.389 -0.038 0.027 -0.079 0.127
H -4.858 2.059 -5.596 -0.075 -0.205 0.012 0.125
H -2.908 3.575 -5.408 -0.374 -0.036 -0.249 0.134
H -2.367 2.086 -2.817 -0.023 -0.059 -0.036 0.069
H -1.594 3.605 -3.284 -0.252 0.118 0.027 0.082
H -1.338 2.210 -4.264 -0.112 -0.213 0.084 0.074
H -4.326 3.493 -2.875 0.075 0.268 0.124 0.063
H -5.098 3.965 -4.165 0.108 0.308 -0.112 0.065
C 2.081 -5.496 -3.057 -0.135 0.047 0.133 -0.092
O 1.461 -6.764 -3.075 0.117 0.162 -0.309 -0.175
C 0.575 -6.945 -2.017 -1.143 0.075 1.218 -0.255
C 0.507 -8.398 -1.597 1.136 -0.565 -0.203 -0.430
C 1.870 -8.861 -1.056 0.181 0.373 0.361 -0.074
N 0.081 -9.226 -2.735 -0.057 -0.222 0.127 0.037
H 1.372 -4.688 -2.847 -0.098 -0.097 -0.015 0.064
H 2.503 -5.306 -4.041 0.197 -0.121 0.057 0.091
H 2.842 -5.472 -2.270 0.131 0.121 -0.149 0.088
H 0.841 -6.367 -1.116 0.431 0.026 -0.203 0.123
H -0.452 -6.603 -2.230 0.212 -0.012 -0.516 0.129
H -0.190 -8.498 -0.764 -0.373 0.113 -0.238 0.135
H 1.803 -9.888 -0.695 0.097 -0.056 -0.124 0.071
H 2.217 -8.245 -0.216 -0.240 -0.047 0.020 0.075
H 2.660 -8.768 -1.804 -0.167 -0.210 -0.184 0.075
H 0.876 -9.330 -3.361 -0.104 0.304 -0.116 0.070
H -0.090 -10.179 -2.426 -0.156 0.115 0.144 0.067
C 3.602 1.218 -2.574 0.008 0.559 -0.533 -0.104
O 4.756 0.420 -2.540 0.434 -0.099 0.477 -0.170
C 4.536 -0.922 -2.163 -0.141 -0.133 -1.162 -0.209
C 3.950 -1.107 -0.786 0.326 -0.434 0.719 -0.435
C 4.981 -0.807 0.308 -0.589 0.315 0.329 -0.058
N 3.401 -2.469 -0.687 0.185 -0.254 0.152 0.033
H 2.873 0.851 -3.307 -0.080 -0.154 0.194 0.087
H 3.926 2.199 -2.929 -0.023 -0.051 0.100 0.095
H 3.128 1.357 -1.600 -0.074 -0.097 0.006 0.075
H 3.910 -1.407 -2.932 -0.287 0.085 0.285 0.125
H 5.500 -1.429 -2.262 0.088 0.130 0.278 0.132
H 3.105 -0.430 -0.643 -0.024 -0.026 -0.144 0.094
H 4.499 -0.916 1.287 0.108 -0.173 -0.055 0.070
H 5.295 0.239 0.280 0.289 -0.225 -0.293 0.070
H 5.834 -1.484 0.272 0.089 0.043 -0.166 0.083
H 3.001 -2.617 0.236 -0.147 0.193 -0.052 0.086
H 4.150 -3.158 -0.723 0.064 0.137 -0.231 0.082
C 0.071 4.573 2.305 -0.220 -0.594 -0.152 -0.085
O -0.415 3.355 2.868 0.078 -0.030 0.328 -0.218
C -0.588 3.475 4.279 0.014 0.326 0.127 -0.221
C -1.739 4.391 4.665 -0.316 0.011 -0.161 -0.450
C -1.730 4.609 6.159 0.610 0.620 0.462 -0.075
N -3.049 3.849 4.260 0.356 0.187 0.265 0.060
H 0.722 4.310 1.471 -0.087 0.028 -0.085 0.076
H 0.674 5.126 3.027 -0.104 0.119 0.022 0.079
H -0.783 5.151 1.950 0.181 0.302 -0.019 0.094
H -0.801 2.501 4.725 0.128 -0.204 -0.403 0.133
H 0.369 3.827 4.689 -0.121 0.058 0.196 0.112
H -1.580 5.371 4.204 -0.174 -0.076 -0.191 0.126
H -2.648 5.070 6.519 -0.206 -0.285 -0.089 0.080
H -0.950 5.333 6.423 0.074 -0.204 -0.024 0.079
H -1.502 3.690 6.705 -0.260 -0.049 0.038 0.083
H -3.366 3.249 5.015 -0.160 -0.073 -0.098 0.062
H -2.947 3.233 3.465 0.021 -0.053 -0.182 0.028
C 3.323 4.870 4.581 -0.575 0.031 -0.065 -0.097
O 2.814 3.720 3.938 0.026 -0.027 0.036 -0.218
C 3.666 2.604 4.085 0.474 -0.140 0.302 -0.212
C 3.094 1.418 3.328 -0.551 0.211 -0.548 -0.400
C 3.306 1.610 1.815 0.539 -0.500 0.236 -0.064
N 1.668 1.258 3.665 -0.137 0.380 -0.584 0.064
H 4.106 5.340 3.981 0.251 -0.096 0.209 0.092
H 3.645 4.622 5.597 0.297 0.092 -0.053 0.091
H 2.502 5.585 4.673 0.016 -0.044 -0.073 0.081
H 4.671 2.850 3.710 -0.078 -0.057 -0.160 0.128
H 3.817 2.353 5.147 -0.350 0.092 -0.013 0.128
H 3.610 0.517 3.667 0.174 0.034 -0.063 0.131
H 2.881 2.553 1.477 -0.052 0.028 -0.035 0.079
H 2.879 0.772 1.253 -0.283 0.189 0.090 0.053
H 4.375 1.565 1.574 -0.160 0.378 0.089 0.065
H 1.226 2.167 3.512 0.224 -0.037 0.358 0.024
H 1.225 0.763 2.889 0.162 -0.470 0.284 0.070
C -2.540 -2.776 0.901 -0.423 -0.171 0.997 -0.092
O -2.780 -1.574 1.616 0.389 -0.225 -0.254 -0.198
C -3.994 -0.970 1.282 -0.732 0.027 -0.287 -0.242
C -4.008 0.427 1.864 0.321 0.654 0.748 -0.419
C -3.000 1.303 1.141 -0.133 -0.132 -0.810 -0.072
N -3.739 0.427 3.325 0.065 -0.714 -0.332 0.046
H -1.635 -3.205 1.324 0.240 0.132 -0.356 0.088
H -2.473 -2.607 -0.173 0.142 -0.022 -0.066 0.078
H -3.337 -3.498 1.137 -0.055 0.084 -0.324 0.088
H -4.130 -0.919 0.189 0.113 -0.011 0.022 0.122
H -4.855 -1.542 1.670 0.176 -0.098 0.063 0.127
H -4.990 0.890 1.739 -0.106 -0.246 -0.138 0.138
H -3.271 1.276 0.077 0.095 0.095 0.019 0.078
H -1.983 0.914 1.196 -0.018 0.041 0.306 0.069
H -3.020 2.351 1.430 0.022 -0.034 0.292 0.069
H -4.381 -0.255 3.733 -0.156 0.341 0.111 0.070
H -2.851 -0.066 3.441 0.096 0.333 -0.010 0.070
```
Forces are in eV/Å.

Results
- energy (eV) = -55044.5034
- HOMO-LUMO gap (eV) = 9.34
- E_HOMO (Ha) = -0.3222
- energy above the lowest of the compared OMol25 structures with the same formula, charge and spin (kcal/mol) = 14.6
- charge = 0
- SMILES = COC[C@H](C)N.COC[C@H](C)N.COC[C@H](C)N.COC[C@H](C)N.COC[C@H](C)N.COC[C@H](C)N.COC[C@H](C)N
- lowest unoccupied orbital energy (Ha) = 0.0209



Below is C3H2N2OS2 in the gas phase, with properties calculated with ωB97M-V/def2-TZVPD.

```
10
Properties=species:S:1:pos:R:3:forces:R:3:lowdin_charge:R:1
N -2.620 1.745 -0.356 0.907 -1.958 0.322 0.186
C -2.076 0.732 -0.163 -0.050 1.852 -0.040 -0.233
C -1.361 -0.508 0.079 -0.638 -1.446 -0.429 -0.786
S -2.199 -1.932 -0.142 0.677 1.041 0.318 0.715
N -0.059 -0.511 0.476 -0.682 1.844 -0.223 -0.012
O 0.668 0.688 0.260 0.770 -0.312 -0.137 -0.110
C 1.990 0.541 -0.086 -0.758 -2.583 0.072 -0.592
S 2.749 -0.924 -0.274 -0.733 1.917 0.232 0.703
H 0.485 -1.349 0.436 0.507 -0.571 -0.182 0.052
H 2.422 1.518 -0.230 0.000 0.215 0.067 0.076
```
Forces are in eV/Å.

Results
- energy (eV) = -29838.2010
- HOMO-LUMO gap (eV) = 8.29
- E_HOMO (Ha) = -0.3545
- energy above the lowest of the compared OMol25 structures with the same formula, charge and spin (kcal/mol) = 59.8
- charge = 0
- SMILES = N#CC(=S)NOC=S
- lowest unoccupied orbital energy (Ha) = -0.0498